{
  "formula": "C38H28BrInN8O5S2",
  "method": "ωB97M-V/def2-TZVPD",
  "total_charge": -2,
  "e_lumo_ev": 3.6,
  "gap_ev": 4.61,
  "elements": ["In", "S", "C", "C", "N", "C", "S", "C", "N", "C", "O", "C", "C", "C", "Br", "C", "C", "C", "O", "C", "N", "C", "C", "C", "C", "C", "C", "N", "H", "H", "H", "H", "H", "H", "H", "H", "H", "H", "H", "C", "C", "N", "C", "C", "C", "C", "C", "C", "C", "C", "C", "N", "C", "H", "H", "H", "H", "H", "H", "H", "H", "O", "N", "O", "O", "C", "C", "C", "C", "C", "C", "C", "C", "N", "H", "H", "H", "H", "H", "H", "H", "H", "H"],
  "positions_angstrom": [[1.215, 0.029, -0.602], [1.930, 0.857, -3.031], [2.730, 2.306, -2.533], [3.631, 2.808, -3.480], [4.347, 3.190, -4.299], [2.533, 2.992, -1.355], [1.467, 2.575, -0.054], [3.220, 4.188, -1.136], [3.741, 5.196, -0.920], [3.013, 0.736, 2.747], [1.659, 0.605, 2.390], [0.701, 0.934, 3.274], [0.917, 1.175, 4.620], [-0.176, 1.465, 5.424], [0.117, 1.742, 7.282], [-1.448, 1.554, 4.928], [-1.680, 1.335, 3.562], [-0.610, 0.993, 2.724], [-0.687, 0.807, 1.400], [-3.050, 1.585, 3.130], [-3.815, 2.443, 3.776], [-5.014, 2.436, 3.126], [-6.190, 3.139, 3.368], [-7.260, 2.917, 2.526], [-7.177, 2.026, 1.452], [-6.024, 1.313, 1.191], [-4.951, 1.521, 2.043], [-3.690, 1.005, 2.076], [3.239, 1.770, 3.029], [3.561, 0.474, 1.840], [3.288, 0.046, 3.556], [1.905, 1.124, 5.050], [-2.287, 1.785, 5.564], [-1.419, 0.204, 1.093], [-6.244, 3.843, 4.185], [-8.189, 3.447, 2.694], [-8.032, 1.908, 0.800], [-5.953, 0.626, 0.360], [-3.350, 0.236, 1.504], [-2.714, 2.194, -2.448], [-1.774, 1.678, -1.553], [-1.112, 0.563, -1.778], [-1.327, -0.111, -2.907], [-2.259, 0.326, -3.886], [-2.958, 1.522, -3.621], [-2.455, -0.434, -5.064], [-1.770, -1.596, -5.274], [-0.826, -2.065, -4.330], [-0.088, -3.253, -4.501], [0.829, -3.618, -3.547], [1.009, -2.799, -2.432], [0.315, -1.703, -2.241], [-0.586, -1.324, -3.144], [-3.231, 3.113, -2.213], [-1.545, 2.188, -0.627], [-3.677, 1.893, -4.342], [-3.170, -0.080, -5.797], [-1.942, -2.176, -6.172], [-0.251, -3.860, -5.382], [1.417, -4.517, -3.653], [1.736, -3.036, -1.670], [-2.623, -3.090, 0.979], [-1.953, -2.124, 0.663], [-2.479, -0.981, 0.714], [-0.787, -2.216, 0.317], [2.189, -2.737, 1.569], [3.491, -2.805, 0.838], [4.382, -3.833, 1.067], [5.602, -3.927, 0.412], [5.927, -2.951, -0.522], [5.073, -1.910, -0.794], [5.399, -0.887, -1.837], [3.821, -1.772, -0.095], [3.157, -0.668, -0.331], [2.098, -3.561, 2.273], [1.345, -2.767, 0.877], [2.101, -1.798, 2.114], [4.123, -4.600, 1.788], [6.286, -4.741, 0.622], [6.864, -3.012, -1.066], [6.353, -1.104, -2.316], [5.434, 0.112, -1.402], [4.611, -0.865, -2.593]],
  "lowdin_charge": [0.60, 0.64, -0.75, -0.33, 0.13, -0.74, 0.67, -0.34, 0.13, -0.08, -0.17, -0.20, -0.06, -0.68, 0.69, -0.10, -0.06, -0.17, -0.03, -0.24, 0.16, -0.24, -0.04, -0.13, -0.12, -0.02, -0.19, 0.20, 0.10, 0.08, 0.10, 0.10, 0.10, 0.05, 0.10, 0.09, 0.09, 0.11, 0.10, -0.03, -0.11, 0.09, -0.17, -0.14, -0.01, -0.03, -0.03, -0.14, -0.01, -0.03, -0.08, 0.05, -0.17, 0.11, 0.10, 0.11, 0.11, 0.11, 0.11, 0.11, 0.12, 0.02, -0.57, -0.10, -0.01, -0.07, -0.25, -0.12, -0.17, -0.12, -0.25, -0.08, -0.42, -0.06, 0.07, 0.04, 0.05, 0.09, 0.06, 0.09, 0.06, 0.07, 0.06]
}

{
  "formula": "C30H78N6O12S6",
  "method": "ωB97M-V/def2-TZVPD",
  "total_charge": 0,
  "e_lumo_ev": -0.1,
  "gap_ev": 7.98,
  "e_above_lowest_kcal_mol": 90.0,
  "elements": ["C", "O", "N", "C", "C", "H", "H", "H", "H", "H", "H", "H", "C", "O", "N", "C", "C", "H", "H", "H", "H", "H", "H", "H", "C", "O", "N", "C", "C", "H", "H", "H", "H", "H", "H", "H", "C", "O", "N", "C", "C", "H", "H", "H", "H", "H", "H", "H", "C", "O", "N", "C", "C", "H", "H", "H", "H", "H", "H", "H", "C", "O", "N", "C", "C", "H", "H", "H", "H", "H", "H", "H", "C", "S", "O", "C", "H", "H", "H", "H", "H", "H", "C", "S", "O", "C", "H", "H", "H", "H", "H", "H", "C", "S", "O", "C", "H", "H", "H", "H", "H", "H", "C", "S", "O", "C", "H", "H", "H", "H", "H", "H", "C", "S", "O", "C", "H", "H", "H", "H", "H", "H", "C", "S", "O", "C", "H", "H", "H", "H", "H", "H"],
  "positions_angstrom": [[1.849, -2.609, -3.420], [2.278, -2.354, -2.294], [1.852, -1.685, -4.419], [1.295, -1.986, -5.729], [2.622, -0.465, -4.302], [1.355, -3.564, -3.763], [1.843, -2.718, -6.321], [1.356, -1.085, -6.328], [0.288, -2.391, -5.672], [2.117, 0.324, -4.857], [2.778, -0.047, -3.304], [3.620, -0.565, -4.748], [-1.203, -4.840, -2.844], [-1.091, -4.477, -3.992], [-1.031, -6.073, -2.256], [-1.142, -6.160, -0.834], [-0.692, -7.247, -3.013], [-1.488, -4.118, -2.060], [-1.838, -6.972, -0.524], [-1.403, -5.265, -0.356], [-0.135, -6.331, -0.393], [-1.442, -7.966, -2.826], [-0.626, -7.071, -4.103], [0.250, -7.600, -2.558], [-3.403, -0.528, 4.518], [-4.312, -1.216, 4.076], [-2.969, 0.646, 3.998], [-1.944, 1.474, 4.623], [-3.665, 1.179, 2.836], [-2.829, -0.925, 5.395], [-1.452, 0.980, 5.449], [-2.270, 2.411, 5.083], [-1.113, 1.790, 3.994], [-4.485, 0.503, 2.569], [-4.173, 2.057, 3.197], [-2.995, 1.368, 2.018], [1.676, 0.102, 6.095], [1.882, 0.207, 7.294], [0.800, -0.812, 5.568], [0.489, -0.816, 4.137], [0.199, -1.855, 6.381], [2.178, 0.740, 5.372], [-0.595, -0.772, 4.051], [0.786, -1.696, 3.572], [0.873, 0.082, 3.655], [-0.859, -1.721, 6.534], [0.295, -2.786, 5.813], [0.719, -1.959, 7.316], [0.588, -1.091, 0.321], [1.165, -1.132, 1.399], [-0.046, -0.003, -0.110], [-0.438, 0.172, -1.567], [-0.029, 1.202, 0.746], [0.569, -1.967, -0.376], [-0.412, -0.777, -2.063], [0.247, 0.865, -2.059], [-1.375, 0.691, -1.564], [-0.768, 1.869, 0.323], [-0.391, 0.951, 1.777], [0.934, 1.668, 0.877], [4.005, 4.751, -0.194], [4.387, 5.518, 0.683], [3.001, 5.002, -1.119], [2.373, 6.357, -1.113], [2.433, 3.917, -1.921], [4.346, 3.704, -0.201], [2.582, 6.866, -2.067], [2.788, 6.982, -0.282], [1.292, 6.241, -0.988], [3.053, 3.082, -1.919], [1.455, 3.606, -1.550], [2.241, 4.139, -2.953], [2.214, 4.872, 2.790], [1.123, 3.638, 3.495], [1.658, 2.317, 2.992], [-0.332, 4.182, 2.428], [3.264, 4.658, 3.081], [1.986, 5.834, 3.213], [2.152, 4.816, 1.715], [-1.295, 3.683, 2.612], [-0.102, 3.915, 1.400], [-0.426, 5.238, 2.542], [3.981, -3.918, -0.241], [2.309, -4.226, 0.471], [1.849, -5.647, 0.193], [2.650, -4.324, 2.286], [4.665, -4.656, 0.218], [4.222, -2.881, 0.100], [4.012, -4.039, -1.309], [2.571, -3.272, 2.611], [3.641, -4.755, 2.503], [1.866, -4.955, 2.751], [-3.939, -1.887, 1.141], [-3.280, -2.041, -0.534], [-1.932, -2.600, -0.354], [-4.312, -3.446, -1.124], [-3.208, -1.327, 1.717], [-4.033, -2.880, 1.582], [-4.939, -1.468, 1.150], [-3.969, -4.308, -0.547], [-4.100, -3.628, -2.155], [-5.363, -3.272, -0.918], [-5.692, 0.772, -2.431], [-6.261, 1.672, -0.886], [-5.393, 1.018, 0.162], [-5.322, 3.141, -1.335], [-6.170, -0.222, -2.360], [-4.627, 0.669, -2.283], [-5.947, 1.254, -3.373], [-5.795, 3.591, -2.214], [-4.264, 2.863, -1.467], [-5.310, 3.815, -0.464], [-1.218, 4.683, -4.188], [-0.616, 3.077, -3.477], [-1.001, 3.231, -2.042], [-1.984, 2.063, -4.107], [-0.731, 4.882, -5.175], [-0.842, 5.456, -3.500], [-2.300, 4.832, -4.174], [-2.087, 1.109, -3.589], [-1.880, 1.771, -5.137], [-2.904, 2.622, -3.975], [3.805, 0.727, 1.059], [4.416, 0.013, -0.493], [4.051, 0.990, -1.552], [6.206, 0.426, 0.043], [2.727, 0.645, 1.145], [4.130, 1.724, 0.970], [4.263, 0.234, 1.882], [6.299, 1.516, 0.170], [6.863, 0.050, -0.742], [6.411, -0.049, 1.013]],
  "lowdin_charge": [-0.29, -0.03, -0.18, -0.06, -0.06, 0.14, 0.08, 0.08, 0.08, 0.08, 0.05, 0.10, -0.34, -0.01, -0.19, -0.07, -0.04, 0.10, 0.10, 0.05, 0.07, 0.07, 0.10, 0.10, -0.33, -0.01, -0.16, -0.06, -0.05, 0.13, 0.08, 0.09, 0.05, 0.07, 0.09, 0.08, -0.32, -0.01, -0.18, -0.06, -0.04, 0.12, 0.06, 0.07, 0.06, 0.07, 0.09, 0.08, -0.36, -0.04, -0.12, -0.03, -0.04, 0.11, 0.08, 0.06, 0.05, 0.07, 0.09, 0.05, -0.32, -0.02, -0.16, -0.03, -0.06, 0.12, 0.08, 0.09, 0.08, 0.04, 0.06, 0.07, -0.27, 0.86, -0.57, -0.22, 0.07, 0.05, 0.03, 0.04, 0.04, 0.04, -0.25, 0.84, -0.59, -0.23, 0.05, 0.03, 0.03, 0.03, 0.05, 0.06, -0.25, 0.81, -0.55, -0.23, 0.04, 0.06, 0.05, 0.05, 0.03, 0.05, -0.23, 0.86, -0.58, -0.28, 0.05, 0.02, 0.05, 0.05, 0.05, 0.06, -0.24, 0.82, -0.58, -0.25, 0.06, 0.05, 0.05, 0.04, 0.05, 0.04, -0.24, 0.85, -0.57, -0.22, 0.01, 0.02, 0.05, 0.05, 0.04, 0.05]
}

{
  "formula": "C15H21N5",
  "method": "ωB97M-V/def2-TZVPD",
  "total_charge": 0,
  "e_lumo_ev": 1.0,
  "smiles": "C(=N\\C1=NN[C@H](c2ccccc2)CN1)/N1CCCCC1",
  "gap_ev": 7.70,
  "e_above_lowest_kcal_mol": 0.0,
  "elements": ["C", "N", "C", "N", "N", "C", "C", "C", "C", "C", "C", "C", "C", "N", "N", "C", "C", "C", "C", "C", "H", "H", "H", "H", "H", "H", "H", "H", "H", "H", "H", "H", "H", "H", "H", "H", "H", "H", "H", "H", "H"],
  "positions_angstrom": [[-1.453, -1.529, 0.180], [-0.166, -1.342, 0.153], [0.330, -0.101, -0.130], [-0.337, 0.878, -0.701], [0.287, 2.078, -0.994], [1.661, 2.259, -0.474], [2.353, 3.450, -1.137], [2.572, 3.394, -2.530], [3.142, 4.444, -3.228], [3.444, 5.619, -2.534], [3.202, 5.743, -1.142], [2.702, 4.620, -0.462], [2.439, 0.941, -0.629], [1.679, -0.088, 0.092], [-2.029, -2.752, 0.588], [-3.464, -2.961, 0.475], [-4.054, -3.319, 1.869], [-3.312, -4.483, 2.505], [-1.818, -4.185, 2.533], [-1.281, -3.922, 1.105], [-2.120, -0.727, -0.193], [-0.306, 2.892, -1.136], [1.648, 2.464, 0.617], [2.271, 2.507, -3.092], [3.331, 4.421, -4.295], [3.854, 6.482, -3.052], [3.436, 6.666, -0.575], [2.542, 4.640, 0.600], [3.442, 1.031, -0.185], [2.527, 0.604, -1.648], [2.028, -1.025, 0.074], [-3.977, -2.047, 0.089], [-3.677, -3.764, -0.263], [-5.128, -3.570, 1.847], [-3.938, -2.439, 2.493], [-3.528, -5.375, 1.867], [-3.722, -4.641, 3.540], [-1.305, -5.032, 2.985], [-1.651, -3.295, 3.129], [-1.397, -4.786, 0.460], [-0.224, -3.753, 1.201]],
  "lowdin_charge": [-0.11, 0.09, -0.47, 0.06, -0.04, -0.27, -0.19, -0.04, -0.09, -0.09, -0.07, -0.05, -0.13, 0.03, -0.11, -0.17, -0.20, -0.23, -0.19, -0.14, 0.13, 0.12, 0.14, 0.11, 0.10, 0.09, 0.11, 0.10, 0.13, 0.11, 0.11, 0.12, 0.12, 0.11, 0.11, 0.12, 0.12, 0.11, 0.11, 0.12, 0.10]
}

{
  "formula": "C2H5IN2",
  "method": "ωB97M-V/def2-TZVPD",
  "total_charge": 0,
  "e_lumo_ev": [0.1, 0.1],
  "gap_ev": [7.35, 7.36],
  "e_above_lowest_kcal_mol": 55.3,
  "elements": ["C", "C", "N", "N", "I", "H", "H", "H", "H", "H"],
  "positions_angstrom": [[-1.174, -0.547, 0.411], [1.044, -0.715, -0.478], [0.011, -0.001, 0.056], [-0.087, 1.392, -0.018], [2.944, -0.007, 0.038], [-0.984, -1.631, 0.472], [-2.052, -0.002, 0.736], [0.878, -1.758, -0.229], [-1.053, 1.531, -0.196], [0.473, 1.739, -0.792]],
  "lowdin_charge": [0.01, -0.68, -0.42, 0.07, 0.71, 0.07, 0.07, 0.01, 0.07, 0.08]
}

| no. | energy (hartree) |
| --- | --- |
| 1 | -5839.6772 |
| 2 | -4810.1695 |
| 3 | -857.9177 |
| 4 | -486.2691 |